H2I3P2 | ωB97M-V/def2-TZVPD

The geometry in ORCA input format:
```
! wB97M-V def2-TZVPD RIJCOSX def2/J DEFGRID3
* xyz 1 1
P -1.625 -0.201 -0.436
P 0.560 -0.420 -0.023
I 1.584 2.173 0.518
I 1.030 -1.509 2.107
I 1.704 -1.660 -1.717
H -1.663 0.588 0.681
H -1.590 1.029 -1.131
*
```

Summary:
- Kohn-Sham gap (eV) = 6.88
- ΔE to the lowest compared entry with this formula, charge and spin (kJ/mol) = 71.54